Record 1
This record from the Open Molecules 2025 dataset describes a molecular structure, C19H35NO2P2V at a distorted geometry. The level of theory is ωB97M-V/def2-TZVPD.

```
60
Properties=species:S:1:pos:R:3
P 0.34 1.81 1.22
P 1.45 -0.87 0.13
C -0.71 0.89 -0.01
C -0.40 -0.61 0.07
H -0.44 1.28 -1.00
H -1.78 1.09 0.14
H -0.80 -1.03 1.00
H -0.85 -1.16 -0.77
C 1.91 -0.98 -1.64
H 2.95 -1.32 -1.71
H 1.86 0.02 -2.09
H 1.27 -1.67 -2.20
C 1.61 -2.61 0.68
H 0.98 -3.29 0.09
H 1.34 -2.68 1.74
H 2.65 -2.91 0.58
C 0.18 3.56 0.68
H 0.59 4.26 1.42
H -0.88 3.79 0.52
H 0.70 3.68 -0.27
C -0.69 1.79 2.75
H -0.67 0.78 3.18
H -1.73 2.08 2.55
H -0.25 2.48 3.47
V 2.37 0.82 1.34
C -3.81 -2.20 -1.69
C -3.14 -1.70 -2.73
C -3.53 -0.62 -3.71
C -4.68 0.33 -3.30
C -4.40 1.08 -2.02
C -4.58 0.69 -0.76
C -5.13 -0.60 -0.21
C -5.17 -1.81 -1.16
C 3.26 2.40 2.42
H -3.30 -2.97 -1.11
H -2.15 -2.12 -2.93
H -3.78 -1.08 -4.68
H -2.63 -0.01 -3.90
H -4.81 1.05 -4.11
H -5.62 -0.23 -3.24
H -3.96 2.07 -2.16
H -4.30 1.41 0.02
H -6.15 -0.42 0.18
H -4.53 -0.87 0.67
H -5.57 -2.66 -0.60
H -5.87 -1.63 -1.98
H 3.86 2.01 3.24
H 2.55 3.13 2.83
H 3.94 2.94 1.74
O 3.73 -1.71 2.88
C 4.54 -1.11 2.19
C 6.00 -1.46 2.11
C 6.54 -0.39 1.14
C 5.32 0.41 0.83
O 5.30 1.38 0.09
N 4.22 -0.04 1.46
H 6.46 -1.36 3.11
H 6.13 -2.48 1.70
H 7.31 0.25 1.62
H 6.93 -0.84 0.20
```

For the max |F|, the calculation gives 3.57 eV/A. The HOMO-LUMO gap (spin up / spin down) comes out at 7.71 / 7.80 eV. As for the spin multiplicity: 4. Its net charge is 0. The calculation puts the total energy at -2576.85643 Ha. Its HOMO energy (spin up / spin down) is -7.36 / -7.59 eV.

Record 2
This record from the Open Molecules 2025 dataset describes 9 unconnected molecules or ions with the total composition C19H36BBr16NO3 at a distorted geometry. The level of theory is ωB97M-V/def2-TZVPD.

```
76
Properties=species:S:1:pos:R:3
C -3.73 2.45 2.93
B -2.14 2.13 3.19
N -1.75 0.57 3.08
C -2.53 -0.17 2.57
O -3.29 -0.87 1.95
C -1.12 2.96 2.21
O -1.54 3.67 1.23
O 0.13 2.91 2.48
H -4.09 2.23 1.92
H -4.37 1.99 3.70
H -3.85 3.53 3.06
H -1.90 2.47 4.35
Br -1.58 2.07 -4.58
C -0.86 2.61 -2.84
C -1.86 2.45 -1.73
Br -3.19 3.85 -1.71
H -0.52 3.64 -2.95
H -0.01 1.96 -2.67
H -1.36 2.54 -0.76
H -2.39 1.50 -1.78
Br -1.31 6.21 1.43
C -1.60 6.78 -0.39
C -0.57 7.79 -0.84
Br -0.93 9.57 -0.12
H -2.61 7.15 -0.46
H -1.51 5.86 -0.98
H -0.59 7.91 -1.92
H 0.43 7.52 -0.52
Br 1.58 2.69 -0.35
C 2.62 1.10 -0.72
C 3.77 1.38 -1.65
Br 3.18 1.56 -3.50
H 1.94 0.36 -1.11
H 2.99 0.78 0.25
H 4.47 0.54 -1.66
H 4.31 2.28 -1.41
Br -4.88 -2.38 -3.26
C -4.31 -2.70 -1.42
C -3.61 -1.51 -0.83
Br -1.79 -1.34 -1.49
H -3.69 -3.59 -1.44
H -5.23 -2.91 -0.87
H -3.51 -1.62 0.25
H -4.11 -0.57 -1.04
Br 2.74 -2.22 0.11
C 3.42 -1.69 1.86
C 2.39 -1.91 2.93
Br 1.04 -0.52 2.86
H 3.71 -0.65 1.79
H 4.31 -2.31 2.01
H 2.85 -1.83 3.92
H 1.89 -2.87 2.85
Br 7.22 1.05 0.25
C 7.15 2.12 1.87
C 5.75 2.20 2.42
Br 4.64 3.44 1.41
H 7.56 3.09 1.63
H 7.80 1.61 2.58
H 5.76 2.60 3.43
H 5.24 1.24 2.41
Br -2.22 -5.74 -5.36
C -3.95 -6.59 -5.57
C -4.99 -5.98 -4.68
Br -4.78 -6.55 -2.83
H -3.81 -7.65 -5.38
H -4.22 -6.45 -6.62
H -5.99 -6.30 -4.97
H -4.96 -4.89 -4.67
Br 0.56 -4.99 2.53
C 2.17 -5.65 1.66
C 2.51 -7.05 2.09
Br 3.31 -7.09 3.86
H 2.96 -4.94 1.87
H 1.94 -5.63 0.59
H 3.26 -7.48 1.43
H 1.64 -7.70 2.12
```

For the max |F|, the calculation gives 1.72 eV/A. The HOMO-LUMO gap comes out at 3.46 eV. As for the spin multiplicity: 1. Its net charge is -2. The calculation puts the total energy at -42235.18229 Ha. Its HOMO energy is -0.43 eV.

Record 3
This record from the Open Molecules 2025 dataset describes 4 unconnected molecules or ions with the total composition C19H36BNO11 at a distorted geometry. The level of theory is ωB97M-V/def2-TZVPD.

```
68
Properties=species:S:1:pos:R:3
C -3.26 6.55 -1.66
C -2.68 5.88 -0.37
N -1.77 6.71 0.42
C -0.76 7.42 -0.37
C 0.07 6.60 -1.46
O 1.44 6.88 -1.16
B 1.43 6.88 0.30
C 1.27 5.44 1.12
C 1.62 4.16 0.36
O 2.34 4.06 -0.60
C 2.66 7.67 1.10
O 2.43 8.28 2.17
O 3.86 7.65 0.62
O 0.24 7.77 0.57
H -3.12 7.64 -1.70
H -4.34 6.32 -1.74
H -2.81 6.08 -2.55
H -3.54 5.65 0.29
H -2.18 4.91 -0.57
H -2.27 7.34 1.04
H -1.05 8.36 -0.91
H -0.03 6.96 -2.51
H -0.01 5.49 -1.45
H 0.24 5.27 1.52
H 1.93 5.48 2.01
H 1.18 3.20 0.75
O 1.29 1.28 2.33
C 1.06 0.33 1.65
O 0.18 -0.62 2.09
C -0.30 -1.68 1.27
C 0.65 -2.86 1.30
C 1.79 0.10 0.35
H -0.50 -1.33 0.26
H -1.26 -1.98 1.69
H 1.63 -2.59 0.90
H 0.25 -3.69 0.71
H 0.81 -3.19 2.33
H 2.74 -0.39 0.56
H 1.98 1.07 -0.11
H 1.23 -0.49 -0.37
O 2.94 -2.38 -1.18
C 2.78 -3.31 -1.93
O 1.81 -4.21 -1.66
C 1.40 -5.24 -2.57
C 2.27 -6.47 -2.43
C 3.70 -3.54 -3.10
H 1.36 -4.86 -3.59
H 0.37 -5.48 -2.29
H 3.31 -6.26 -2.68
H 1.91 -7.26 -3.09
H 2.26 -6.83 -1.40
H 4.59 -4.08 -2.75
H 4.00 -2.57 -3.49
H 3.24 -4.08 -3.92
O -2.67 -6.30 -0.89
C -2.80 -5.95 0.26
O -1.84 -6.23 1.15
C -1.81 -5.70 2.48
C -2.63 -6.55 3.43
C -4.07 -5.28 0.72
H -2.10 -4.65 2.49
H -0.76 -5.73 2.79
H -3.68 -6.56 3.15
H -2.55 -6.17 4.45
H -2.28 -7.58 3.41
H -4.81 -6.05 0.96
H -4.45 -4.66 -0.09
H -3.94 -4.63 1.58
```

For the max |F|, the calculation gives 2.82 eV/A. The HOMO-LUMO gap comes out at 1.37 eV. As for the spin multiplicity: 1. Its net charge is -2. The calculation puts the total energy at -1652.78630 Ha. Its HOMO energy is 1.37 eV.